DFT (the ωB97M-V functional and the def2-TZVPD basis) results for a 5-piece molecular cluster, C12H34BrN2O6 overall in a non-equilibrium geometry.

The geometry in ORCA input format:
```
! wB97M-V def2-TZVPD RIJCOSX def2/J DEFGRID3
* xyz 0 2
Br -0.941 -1.053 0.277
C 0.299 2.883 2.490
C 1.255 2.692 1.297
C 2.577 3.513 1.443
O 3.511 3.261 0.397
C 4.733 4.014 0.553
N 1.528 1.302 1.147
H -0.580 2.239 2.534
H -0.098 3.895 2.564
H 0.917 2.691 3.367
H 0.730 3.040 0.407
H 3.158 3.173 2.300
H 2.375 4.584 1.425
H 4.501 5.060 0.751
H 5.268 3.814 -0.376
H 5.428 3.720 1.339
H 0.666 0.806 0.969
H 1.761 0.985 2.077
C 2.334 -2.720 -0.785
C 2.607 -1.532 -1.793
C 1.965 -1.738 -3.146
O 2.139 -0.560 -3.888
C 1.885 -0.803 -5.295
N 1.991 -0.385 -1.201
H 1.286 -3.020 -0.800
H 2.620 -2.403 0.218
H 2.961 -3.535 -1.146
H 3.658 -1.293 -1.959
H 0.912 -1.975 -2.994
H 2.398 -2.686 -3.466
H 2.197 0.093 -5.832
H 0.834 -0.829 -5.582
H 2.394 -1.680 -5.693
H 1.184 -0.718 -0.693
H 1.601 0.013 -2.043
C -2.600 -4.450 4.359
C -2.778 -3.335 3.300
O -1.837 -2.235 3.398
O -2.854 -4.009 5.660
H -1.596 -4.864 4.269
H -3.355 -5.204 4.134
H -3.757 -2.859 3.351
H -2.807 -3.772 2.302
H -1.742 -1.814 2.541
H -3.048 -3.072 5.575
C -4.153 0.413 -1.588
C -5.165 1.357 -2.168
O -5.413 2.498 -1.419
O -2.891 1.051 -1.514
H -4.176 -0.462 -2.238
H -4.479 -0.021 -0.643
H -6.042 0.813 -2.519
H -4.730 1.657 -3.121
H -6.238 2.913 -1.681
H -2.392 0.552 -0.863
*
```

Properties
Expectation value of S²   0.757
Orbital gap (spin up / spin down)   0.359 / 0.176 Eh

=====

DFT (the ωB97M-V functional and the def2-TZVPD basis) results for C12H34ClIN3P2Rh as an isolated structure in a non-equilibrium geometry.

The geometry in ORCA input format:
```
! wB97M-V def2-TZVPD RIJCOSX def2/J DEFGRID3
* xyz 2 5
C -1.607 0.004 -1.475
I 2.796 -0.075 -0.903
H -2.165 0.025 -2.433
H -1.852 0.892 -0.884
H -1.893 -0.880 -0.893
Rh 0.380 -0.003 -2.138
P 0.367 2.303 -2.021
C 0.016 2.948 -0.349
C 1.932 3.072 -2.533
H 1.806 4.161 -2.624
H -0.819 4.051 -3.201
H 2.221 2.653 -3.506
H -0.803 2.498 -4.104
H 0.739 2.531 0.363
H 2.708 2.844 -1.790
C -0.918 2.962 -3.120
H 0.091 4.045 -0.347
H -1.910 2.717 -2.725
H -0.993 2.655 -0.033
P 0.289 -2.298 -2.080
C -0.129 -2.904 -0.413
C -0.979 -2.924 -3.212
H 2.176 -2.710 -3.514
H 1.657 -4.199 -2.653
H 2.602 -2.931 -1.785
C 1.840 -3.119 -2.552
H -0.827 -2.460 -4.192
H -0.890 -4.014 -3.291
H -0.279 -3.995 -0.439
H -1.041 -2.421 -0.041
H -1.975 -2.663 -2.842
H 0.691 -2.655 0.273
Cl 0.530 0.017 -4.409
C 2.339 -0.322 2.721
N 1.024 -0.037 3.293
C 0.940 0.002 4.731
C -0.075 -0.018 2.482
N -0.017 -0.112 1.178
N -1.369 0.127 2.937
C -1.957 0.226 4.256
C -2.345 0.134 1.864
H 3.077 -0.348 3.522
H 2.647 0.448 2.006
H 2.348 -1.290 2.202
H 0.626 0.992 5.076
H 0.287 -0.788 5.121
H 1.940 -0.165 5.128
H 0.946 -0.166 0.836
H -2.710 1.034 4.251
H -2.451 -0.726 4.535
H -1.217 0.476 5.015
H -2.208 1.011 1.214
H -2.231 -0.755 1.228
H -3.356 0.151 2.266
*
```

Properties
Expectation value of S²   6.029
Orbital gap (spin up / spin down)   0.317 / 0.192 Eh

=====

Question: Look up the expectation value of S² of the second one.
Answer: 6.029

=====

Question: Which formula does entry 2 have?
Answer: C12H34ClIN3P2Rh